No. 1
19
Properties=species:S:1:pos:R:3 method="wB97M-V/def2-TZVPD" lumo_energy_ev=1.05 gap_ev=10.48 smiles=C[C@H]1CO[C@@H](C)C1
O -1.2544 0.6987 0.9289
C 0.9195 -0.2892 0.7440
C 1.7680 0.3630 -0.3576
C 0.0391 0.7024 1.5295
C -1.3461 -0.3135 -0.0749
C -0.1664 -1.2553 0.2306
C -1.3406 0.3137 -1.4985
H -2.3187 -0.7846 0.0531
H 0.1328 -1.8502 -0.6380
H 2.2871 -0.4040 -0.9466
H 2.5345 1.0150 0.0807
H 1.1701 0.9696 -1.0475
H -0.4142 -1.9535 1.0426
H -0.0542 0.3812 2.5812
H 0.4400 1.7273 1.5161
H -2.3443 0.4112 -1.9350
H 1.6058 -0.8014 1.4334
H -0.9276 1.3226 -1.4293
H -0.7305 -0.2530 -2.2128

No. 2
14
Properties=species:S:1:pos:R:3 method="wB97M-V/def2-TZVPD" lumo_energy_ev=0.96 gap_ev=10.05
O -0.8945 -0.8688 0.9572
O 0.9312 0.7452 0.9302
N -0.4159 -1.6262 -0.0847
N 0.4615 1.6839 -0.0122
C 1.7093 -0.2979 0.2166
C 0.7637 -1.2764 -0.3039
C -0.7164 1.3990 -0.2595
C -1.6682 0.1108 0.1994
H 1.0547 -1.9140 -1.2240
H 2.4594 -0.6213 0.9315
H -1.1476 2.2282 -0.8827
H -2.1587 -0.3325 -0.6896
H 2.2829 0.3046 -0.5972
H -2.6617 0.4656 0.8189

No. 3
139
Properties=species:S:1:pos:R:3 method="wB97M-V/def2-TZVPD" lumo_energy_ev=0.51 gap_ev=9.14 smiles=COC[C@H](C)N.COC[C@H](C)N.COC[C@H](C)N.COC[C@H](C)N.COC[C@H](C)N.COC[C@H](C)N.COC[C@H](C)N.OCCO.OCCO
O 2.5310 -2.8475 0.4972
O -1.9902 2.5745 0.5021
O 0.7194 0.4843 5.1549
O -3.2146 -0.9273 -5.2684
O 2.0407 4.6930 -1.8653
O -2.5718 -4.7566 -0.7667
O 2.1755 2.7219 3.4658
O 1.2627 0.1303 2.4257
O -5.5715 2.2113 4.9920
O 0.2149 -1.4351 0.0118
O 4.9173 -3.6057 -4.2420
N 3.0029 1.5638 -3.5380
N -2.3369 0.7175 5.8828
N 0.3623 -1.5730 -4.7706
N 2.5380 -1.2579 -2.6727
N -2.2261 -2.8519 1.3194
N 3.9420 -0.7131 1.6874
N 0.4315 5.3520 0.8259
C 2.8590 -2.9606 1.8974
C 2.0302 6.0643 -2.2047
C -1.2192 4.5158 2.3929
C -4.6779 1.3768 5.6833
C 3.2536 2.2019 -1.2152
C -4.0683 -0.4904 -6.3105
C -1.0503 -1.3805 -4.4574
C -3.7435 -1.3050 0.1639
C -1.0944 -0.1718 -3.5205
C 1.0645 2.7262 4.3519
C 4.8307 -4.6501 -5.1782
C 1.2316 1.7765 5.5296
C -0.0316 0.2088 1.7958
C -3.3890 -2.7568 0.4104
C -3.1175 -3.4680 -0.9182
C -6.8894 1.7397 4.9947
C -1.1090 3.5875 0.0614
C -0.3189 4.1336 1.2246
C 0.1226 -0.0593 0.3323
C 4.5496 -2.1335 3.5862
C 4.0806 -2.1084 2.1355
C -3.5100 -5.7249 -0.3734
C 3.6558 -3.1076 -3.8644
C 3.8410 -1.8712 -3.0114
C 2.4648 2.4467 -2.4854
C 4.7334 -2.1228 -1.8247
C -3.2114 1.1361 3.6451
C 2.4944 3.8855 -2.9406
C -2.9960 2.2801 -0.4272
C -3.2941 1.5283 5.1182
C -1.8971 -1.1692 -5.6782
C 1.8079 -3.9554 0.0320
H -2.6082 2.2747 -1.4524
H -3.8570 -5.5989 0.6601
H 2.1124 1.9063 2.9445
H -3.0952 -0.8313 -0.5859
H 3.7718 -1.6869 4.2132
H 4.1410 -5.4209 -4.8005
H 0.6772 -0.0643 5.9449
H -2.0686 5.0979 2.0184
H 5.4655 -1.5587 3.6749
H 0.8471 3.7243 4.7202
H -1.4321 -2.2362 -3.9001
H -2.1072 -0.0407 -3.1298
H 3.1116 -3.8895 -3.3034
H -7.4334 2.2829 4.2215
H 2.9160 0.6104 -3.1648
H -2.9604 2.5791 5.0768
H 3.2385 1.1219 -1.0303
H 3.5314 -0.7148 0.7513
H -1.5903 3.6619 2.9609
H -4.0605 -3.5047 -1.4899
H 0.6358 2.1503 6.3735
H 1.9686 -1.7729 -2.0017
H -1.5084 -0.3709 -6.3252
H -6.9457 0.6702 4.7713
H 0.9256 0.5504 -0.1079
H 2.3678 1.5868 -4.3343
H 1.0811 5.0310 0.1067
H 1.1919 6.2954 -2.8725
H 1.8990 4.0618 -3.8487
H 1.3932 2.2176 -2.3326
H 3.0566 -2.8881 -4.7639
H -0.4136 3.1671 -0.6821
H 4.4919 -3.0296 -1.2628
H -3.3997 1.2862 -0.2194
H -4.2600 -3.2419 0.8642
H -2.4039 -2.8965 -1.5177
H -0.4838 1.1959 1.9377
H 0.5693 -2.4674 -5.2162
H 2.4183 -4.8613 -0.0882
H 4.2693 2.5896 -1.2399
H -2.1906 1.1660 6.7816
H -0.6974 5.1511 3.1088
H -4.6429 1.6311 6.7561
H 3.1695 -0.2775 2.2004
H 1.0327 -1.8395 0.3453
H -0.6795 -0.5405 2.2631
H -3.8483 2.9668 -0.3338
H 1.9863 -2.6158 2.4657
H -0.7679 0.2829 -0.2002
H 4.9179 -2.5049 1.5469
H -1.4671 -2.4126 0.7901
H 5.7394 -2.3022 -2.2118
H -2.1886 1.2549 3.2795
H 1.4547 -3.7282 -0.9766
H -4.0019 0.5950 -6.4164
H -3.0581 -6.7108 -0.4676
H -3.6395 -0.6892 1.0591
H 2.2685 1.7512 5.8747
H 2.9871 6.3614 -2.6458
H 1.8923 6.6376 -1.2876
H 3.5320 4.1746 -3.1763
H -1.9839 -3.8426 1.3034
H -3.8684 1.7379 3.0207
H -0.4254 -0.3022 -2.6771
H -4.7666 -1.1931 -0.2049
H -4.9649 0.3199 5.6172
H -7.3860 1.9442 5.9516
H -5.0792 -0.8119 -6.0697
H 3.0923 -4.0116 2.0983
H 1.1588 0.1491 3.3862
H 2.7681 2.5971 -0.3159
H 4.7141 -3.1666 3.8957
H -3.8063 -0.9749 -7.2594
H -0.8022 0.7361 -4.0588
H 0.4221 3.4157 1.5842
H 0.9378 -4.2079 0.6483
H -4.4005 -5.7132 -1.0187
H -1.6833 4.3940 -0.4195
H -1.8637 -2.1188 -6.2412
H 1.9610 -1.3299 -3.5335
H 4.7970 -1.3069 -1.1062
H 4.4212 -4.2798 -6.1257
H -0.2408 5.9403 0.3335
H 0.2109 2.3394 3.7794
H -1.4548 0.7057 5.3836
H 0.6748 -0.9167 -5.4865
H -3.4590 0.0771 3.4967
H 4.3293 -1.0863 -3.6006
H 5.8174 -5.0844 -5.2924

No. 4
78
Properties=species:S:1:pos:R:3 method="wB97M-V/def2-TZVPD" lumo_energy_ev=0.11 gap_ev=10.89
O 0.6314 0.7167 -1.4477
O -1.1144 -0.4952 1.3807
O 1.2338 0.8251 4.7430
O -2.1651 -1.8868 -2.1016
O 1.4645 0.3101 1.8899
O 3.5192 5.1210 -2.4482
O -1.3086 1.9255 -2.9847
O -2.5835 -2.4371 4.0852
O 2.5447 -1.3077 -1.6492
O 2.5585 -4.1219 -0.5970
O 4.1937 0.9175 1.0895
O -2.6257 5.1514 -0.4614
O -0.5665 2.8242 3.5755
O -2.1921 1.8704 -0.2613
O -2.1859 -4.7116 -0.5994
O 0.2689 -4.5449 -2.0575
O -5.1686 -1.1412 3.7921
O -1.4825 -3.2549 1.7595
O -2.0769 4.7272 -3.4586
O 2.8647 2.7757 -0.7346
O -1.5042 0.1589 4.2161
O 1.2381 -2.4678 -3.7713
O 0.2412 3.1046 1.0608
O 1.7372 -3.3658 2.0101
O -2.7943 -0.1364 -4.1291
O 5.3559 -0.9853 -1.7068
H -0.5191 2.8808 0.5157
H -0.8099 3.6458 3.9775
H 1.1099 -0.0623 -1.1067
H 3.4311 2.1460 -0.2014
H -1.8166 1.2745 -3.5223
H -1.5561 3.8944 -3.5839
H -1.8808 -5.6084 -0.8437
H -0.5284 1.3967 -2.6375
H 4.4642 -1.2714 -2.0052
H 1.0567 -4.5373 -1.5120
H 2.0891 -2.5007 1.9396
H 1.3336 1.2624 1.6607
H -2.3541 -2.5848 -1.5124
H -2.4952 5.0664 -1.4071
H 4.7416 0.2446 0.6752
H -2.6251 2.7110 -0.1049
H -1.4168 1.1208 4.1266
H 2.2567 -3.9422 0.2823
H 1.2742 1.4066 -1.3615
H -0.6560 -0.0782 4.6213
H -5.2546 -0.3596 3.2432
H 3.4667 3.2190 -1.3837
H -0.4840 -4.6584 -1.3893
H -5.0075 -0.7639 4.7072
H 1.5228 -2.9759 -4.5087
H 0.6644 -3.0984 -3.2322
H -2.7447 -0.8497 -3.4430
H -2.4332 -0.5349 -4.9602
H 5.5592 -0.4510 -2.5324
H 3.0137 -4.9786 -0.5031
H -1.2098 -1.8848 -1.9017
H 2.9657 4.9217 -3.2194
H 2.2624 -1.6820 -2.5257
H -1.3885 0.0717 0.6442
H 0.6831 1.5094 4.3986
H -3.4948 -2.4661 3.8605
H -2.6322 4.8347 -4.1914
H -0.2540 3.1187 2.7033
H 2.8668 -2.1439 -1.2129
H 0.8292 -3.1371 2.1049
H -2.7562 6.0917 -0.4234
H -1.8227 -3.0349 2.6473
H -1.6316 -0.2022 2.1184
H -2.0482 -4.7364 0.3113
H 0.6755 -0.1368 1.4479
H 1.9507 0.6498 4.1409
H -1.8663 1.8679 -1.1830
H 3.0178 5.8393 -2.0674
H -2.4299 -1.4923 4.2158
H -1.5053 -2.3799 1.2659
H 3.3347 0.4351 1.2056
H 0.9683 3.3715 0.4683

No. 5
18
Properties=species:S:1:pos:R:3 method="wB97M-V/def2-TZVPD" lumo_energy_ev=0.65 gap_ev=9.50
O 1.4541 0.4120 -0.2585
N 2.0539 1.1026 -2.5709
C 0.5205 0.3951 1.8685
C -0.0845 -1.4045 0.1601
C 0.2499 0.0713 0.3696
C 1.1697 0.4535 -2.1271
C -1.0404 0.8530 -0.1159
H 1.3800 -0.2556 2.2652
H -0.5970 -1.8494 1.1351
H 2.8442 1.3100 -3.1783
H -0.4779 0.2755 2.5073
H -1.8050 0.1205 -0.3027
H 0.6929 -2.1261 -0.0697
H -0.8274 -1.4384 -0.6418
H 0.8676 1.4424 1.8324
H -1.5177 1.5410 0.6549
H -0.8309 1.3924 -1.0063
H 0.4999 -0.2988 -2.3670

No. 6
101
Properties=species:S:1:pos:R:3 method="wB97M-V/def2-TZVPD" lumo_energy_ev=3.59 gap_ev=5.16 total_charge=-2
I -1.4411 -2.4512 0.8783
Rb 0.7375 -0.3778 -1.8279
S 3.3971 -2.6207 -4.1281
S 3.3557 -0.6008 -3.7780
P 1.6782 -1.2948 1.3723
Si -3.7202 3.1177 -1.5089
Si -0.3623 3.6620 -0.5434
Si -1.9409 1.9315 -0.5818
Si -2.5563 1.9073 1.6708
O 2.0232 -0.1163 -4.2259
O 4.4491 0.0510 -4.4843
O 3.4623 -0.4080 -2.3056
N -1.0642 -2.7980 -2.4774
C 2.8373 -4.4150 -0.9858
C -0.8339 -3.1933 -3.5311
C 1.3488 -1.9711 3.0745
C -0.1802 4.5035 -2.2331
C -2.4512 -2.1094 5.0258
C -3.5916 3.1553 -3.4010
C -0.0445 -2.2308 5.0684
C 2.7071 -2.6089 0.6144
C -1.8521 -4.2178 -5.4811
C 4.5307 2.2658 2.0295
C 4.0712 -2.7556 0.8599
C 0.0423 -2.1089 3.6460
C -1.2951 -2.2064 5.7312
C 4.1917 -4.5542 -0.7316
C -3.9226 0.6286 2.0116
C 0.0336 -2.5376 -5.7090
C 3.7477 0.4161 0.6953
C -5.3952 2.2911 -1.1504
C -3.9776 4.9386 -1.0140
C -2.3974 -2.1165 3.6198
C -1.2049 -2.1431 2.9474
C 0.4911 -4.8289 -4.7658
C 1.1267 -2.3818 5.8469
C 2.4474 -2.1555 3.8782
C -0.5371 -3.6994 -4.8823
C -0.5824 5.0967 0.6894
C -3.2583 3.4577 2.5222
C 4.5578 1.5323 0.8520
C 1.3572 2.9732 -0.1387
C 4.8056 -3.7252 0.1961
C 3.6760 1.8846 3.0553
C 2.8651 0.7684 2.9077
C 2.9053 0.0138 1.7345
C 2.1018 -3.4503 -0.3155
C 2.3522 -2.3940 5.2603
C -1.0536 1.4088 2.7198
H -1.6539 -4.6000 -6.4840
H -4.4716 3.6264 -3.8529
H -4.0209 0.4220 3.0832
H 0.7156 -5.1953 -5.7701
H 2.3638 -5.0184 -1.7477
H -4.8434 5.3739 -1.5261
H -3.4897 3.2265 3.5691
H -2.5908 -3.4184 -5.5530
H -0.5380 0.5533 2.2751
H -4.1854 3.7757 2.0379
H 0.2493 -2.9034 -6.7156
H 0.1671 5.8751 0.5081
H -0.0318 3.7690 -3.0286
H 5.1552 3.1443 2.1403
H 5.8712 -3.8062 0.3757
H 1.7500 2.3456 -0.9443
H 3.4299 -2.0522 3.4418
H -0.6854 -1.7195 -5.7760
H 0.6839 5.1753 -2.2294
H -1.0670 5.0915 -2.4853
H -5.3547 1.2263 -1.3952
H -1.3044 -2.2653 6.8138
H 1.3436 2.3673 0.7726
H 0.1092 -5.6565 -4.1628
H 3.6290 2.4642 3.9699
H -2.2691 -5.0249 -4.8757
H -0.3330 2.2327 2.7572
H -1.5746 5.5473 0.6156
H -3.7356 -0.3124 1.4898
H 1.0460 -3.3475 -0.5391
H -3.4101 -2.0702 5.5273
H -2.7054 3.7059 -3.7257
H 1.0177 -2.4925 6.9201
H -0.4544 4.7405 1.7155
H 1.4152 -4.4363 -4.3369
H -5.6529 2.3743 -0.0913
H 2.0836 3.7786 0.0128
H -2.5628 4.2974 2.5009
H 5.1907 1.8307 0.0256
H -3.3170 -2.1235 3.0517
H -3.5044 2.1398 -3.7955
H -6.2024 2.7491 -1.7320
H 0.9656 -2.1714 -5.2696
H 3.2505 -2.5277 5.8505
H 3.7705 -0.1053 -0.2589
H -3.0978 5.5324 -1.2760
H -4.1270 5.0385 0.0634
H 2.1888 0.4954 3.7086
H 4.7759 -5.2670 -1.2986
H -1.3262 1.1477 3.7490
H -4.8824 1.0132 1.6553
H 4.5823 -2.0784 1.5321

No. 7
16
Properties=species:S:1:pos:R:3 method="wB97M-V/def2-TZVPD" spin_multiplicity=2 lumo_energy_ev="-4.30 / -9.02" gap_ev="11.58 / 6.86" total_charge=+1
O -2.0121 -1.0300 -1.7301
O -1.6981 -1.6311 0.4044
N -0.2728 1.1349 -1.4446
C -1.3533 -0.9871 -0.7536
C 0.9854 -0.2915 0.1178
C -0.4051 0.1699 -0.3058
C 1.4523 0.2493 1.4463
H -2.2744 -0.9889 0.8562
H 1.7131 -0.0235 -0.6713
H -1.0180 1.8372 -1.4418
H 1.4576 1.3605 1.5187
H -0.8658 0.9086 0.3696
H -0.0268 0.8814 -2.4094
H 1.1250 -1.3840 0.1613
H 0.7559 -0.0725 2.2495
H 2.4372 -0.1333 1.6328

No. 8
10
Properties=species:S:1:pos:R:3 method="wB97M-V/def2-TZVPD" lumo_energy_ev=0.16 gap_ev=9.50 smiles="[H]/N=N/C=C=CO"
O -1.7737 0.3318 0.8103
N 0.6989 1.0817 -1.0812
N 1.6300 0.7161 -0.3511
C 1.3620 -0.5274 0.3560
C 0.1197 -0.9413 0.3797
C -1.1085 -0.5937 0.0546
H -1.6115 -0.9972 -0.8248
H 0.9612 1.9892 -1.4771
H 2.2195 -0.9563 0.8597
H -2.4976 -0.1029 1.2739

No. 9
88
Properties=species:S:1:pos:R:3 method="wB97M-V/def2-TZVPD" spin_multiplicity=6 lumo_energy_ev="4.53 / 4.53" gap_ev="5.03 / 5.44" total_charge=-2
Ge 2.0530 0.7132 -0.0605
Cr -1.5610 0.1820 0.4675
N -0.6607 -1.6067 0.9147
N -2.6818 -2.5404 -0.0270
N -0.4603 -3.8913 -0.1996
N -1.5445 0.4314 2.2772
N -1.1815 -0.4914 -1.5109
N 0.8228 -3.9429 -0.5672
N -0.9139 -1.8023 -1.5164
N -3.2084 -1.3781 0.3860
N -2.6679 1.6043 -0.0059
C -3.5777 2.7142 2.5215
C 2.6925 -0.5225 1.3568
C -3.3547 2.6302 -2.5271
C -0.9141 -0.0418 -2.7350
C -5.2986 4.8241 -0.1200
C -3.9174 3.1989 -1.2577
C 3.8367 -1.1991 -4.1135
C 4.3235 4.8496 0.8912
C 2.3975 -0.1997 2.6796
C 3.9345 2.5275 1.3894
C 4.5311 3.7338 1.7010
C -3.6624 -3.3908 -0.3842
C -4.7993 4.2509 -1.2857
C 3.9365 -2.4308 2.1686
C -0.4156 -1.3985 3.2795
C -4.5293 -1.4979 0.3237
C 3.0578 -1.9547 -3.2454
C -1.0870 -0.1451 3.3093
C 2.8713 -0.9636 3.7307
C -4.0182 3.2289 1.1866
C -0.5115 -2.2001 -2.7342
C 2.7859 -0.0568 -1.7677
C 3.0955 2.3865 0.2859
C 2.8913 3.5229 -0.5082
C 0.2101 -5.9582 0.1833
C -3.4823 2.6080 -0.0098
C -4.8789 4.2962 1.0993
C -0.2774 -2.0731 2.0840
C -4.8730 -2.7611 -0.1621
C 3.6395 -2.0890 3.4816
C 2.5362 -1.3937 -2.0961
C -0.8578 -5.0887 0.2705
C 3.5005 4.7277 -0.2201
C 3.4774 -1.6457 1.1252
C -0.4913 -1.0897 -3.5525
C 3.5748 0.6882 -2.6441
C 1.2417 -5.1740 -0.3445
C 0.2150 1.2590 0.1078
C 4.0892 0.1347 -3.8011
B -1.1192 -2.5112 -0.1780
H -1.8489 -5.2523 0.6477
H -0.0185 -1.8229 4.1933
H -0.1882 -1.0434 -4.5825
H -0.2747 -3.2253 -2.9414
H 4.7866 5.7985 1.1367
H -5.1023 4.6558 -2.2486
H 1.9337 -2.0012 -1.4342
H 4.6969 0.7355 -4.4702
H 0.1204 2.2986 -0.2194
H -5.9844 5.6622 -0.1587
H 0.1564 -3.0825 2.1292
H -2.2739 2.7837 -2.5480
H 2.2613 -5.4422 -0.5503
H 0.2414 -6.9993 0.4487
H -3.4551 -4.3681 -0.7825
H 4.1100 1.6662 2.0216
H -5.2500 4.7410 2.0196
H 2.6323 -0.6968 4.7544
H 2.2231 3.4497 -1.3582
H -1.0312 0.9948 -2.9851
H -3.7966 3.1113 -3.4017
H -1.2292 0.3160 4.3031
H 3.3274 5.5891 -0.8563
H 4.0015 -2.7001 4.3025
H -5.8578 -3.1570 -0.3297
H -2.4888 2.7137 2.5843
H 3.8052 1.7182 -2.3963
H 1.7756 0.6659 2.8717
H -3.8844 1.6751 2.6518
H 4.5353 -3.3130 1.9672
H -3.5265 1.5543 -2.5800
H 2.8533 -2.9949 -3.4740
H -5.1676 -0.6908 0.6360
H 5.1585 3.8162 2.5819
H -3.9927 3.3207 3.3289
H 3.7368 -1.9100 0.1085
H 4.2466 -1.6394 -5.0164

No. 10
15
Properties=species:S:1:pos:R:3 method="wB97M-V/def2-TZVPD" lumo_energy_ev=0.76 gap_ev=10.29 smiles="O=C1NCCCN1"
O -0.2555 1.2580 -2.6687
N -1.1803 0.6197 -0.6708
N 1.0582 0.4400 -1.0762
C 1.2749 -0.5272 0.3988
C 0.1336 -0.0979 1.2693
C -0.1517 0.7479 -1.5715
C -1.1793 -0.2346 0.5008
H -1.3420 -1.2910 0.2342
H 1.8117 -0.1740 -1.2390
H 0.2767 0.9463 1.5621
H 2.2666 -0.2555 0.7979
H -2.0625 0.8386 -1.1034
H -2.0159 0.0725 1.1351
H 1.2772 -1.6348 0.2540
H 0.0883 -0.7080 2.1772